Formula: C4H7ClN2O
Source: OMol25
Level of theory: ωB97M-V with the def2-TZVPD basis set

Results
frontier orbital gap = 8.95 eV
strongest force on any atom = 5.73 eV/Å

The geometry in ORCA input format:
```
! wB97M-V def2-TZVPD RIJCOSX def2/J DEFGRID3
* xyz 0 1
H -1.653 -0.587 -1.685
O 1.547 -2.326 -0.188
C -1.729 0.245 -0.932
H 2.926 -1.968 1.409
H 1.022 0.222 1.815
H -2.435 1.100 -1.155
Cl -1.357 3.265 -0.439
C -0.432 0.812 -0.534
N 0.339 -0.421 -0.022
H -1.951 -0.550 -0.150
N 1.753 -1.658 1.069
H 0.367 -2.229 -0.470
C -0.146 2.069 -0.167
H 0.698 2.488 0.422
C 1.050 -0.462 1.027
*
```

---

Formula: C7H14N2O2
Source: OMol25
Level of theory: ωB97M-V with the def2-TZVPD basis set

Results
frontier orbital gap = 8.39 eV
strongest force on any atom = 5.61 eV/Å

The geometry in ORCA input format:
```
! wB97M-V def2-TZVPD RIJCOSX def2/J DEFGRID3
* xyz 2 1
C -4.433 -0.533 -0.722
C -7.494 1.192 0.928
H -6.194 1.215 -2.097
H 11.092 1.697 0.745
H -4.945 -1.813 0.797
N -5.463 0.367 -0.354
H -3.485 0.007 -0.409
C -4.581 -1.874 -0.200
C 9.639 -0.703 1.330
H 9.531 1.803 -0.088
H -4.232 -0.545 -1.813
H -5.583 -2.310 -0.667
H -3.885 -2.611 -0.387
H -8.446 1.564 1.475
C 10.469 1.220 -0.073
H -7.957 2.276 -0.726
H 10.370 1.080 -1.968
H 9.680 -0.327 2.369
O 9.904 -0.143 0.278
H 9.324 -1.750 1.096
H -5.837 -0.100 1.929
C -6.474 0.553 1.400
O 11.067 1.049 -1.242
N -7.415 1.513 -0.368
C -6.316 1.036 -1.024
*
```

---

Formula: C24H82N6O14
Source: OMol25
Level of theory: ωB97M-V with the def2-TZVPD basis set

Results
frontier orbital gap = 9.01 eV
strongest force on any atom = 1.86 eV/Å

The geometry in ORCA input format:
```
! wB97M-V def2-TZVPD RIJCOSX def2/J DEFGRID3
* xyz 0 1
H 3.150 1.494 0.125
H 3.414 2.010 -5.436
O 2.210 0.567 3.774
H 4.841 -3.041 2.708
O 5.729 2.685 2.411
O 2.483 4.711 -1.261
H -5.168 -0.418 1.425
H 0.357 -2.726 0.415
H 0.579 -4.994 1.030
H 5.162 2.256 -0.828
H 1.331 1.417 -2.551
H -1.153 2.218 5.453
H -2.747 0.633 4.667
O -4.662 1.547 3.255
H 0.818 5.780 -0.585
H 2.700 -4.507 -0.839
H 1.107 1.369 -4.995
O -0.065 0.030 -1.902
H 2.197 2.656 0.848
H 0.481 4.967 3.126
H 1.023 0.625 0.430
H -0.592 0.300 -3.962
C -4.836 0.848 -0.346
H -0.993 1.843 -0.403
C -4.894 -0.508 0.371
H -7.437 -0.113 0.722
H 0.226 3.352 -5.708
H 6.012 1.057 -0.403
H -1.792 -0.012 -2.745
C 2.801 -0.736 -4.976
C -2.344 1.247 3.851
C 0.233 3.017 -6.753
H 1.934 -0.055 -1.711
N 3.680 1.252 -6.052
H -4.031 2.646 0.369
H 0.030 -1.923 2.989
C 1.235 0.981 -6.017
O -0.035 -1.433 3.839
H 3.636 -1.374 -5.263
C -1.127 1.979 4.392
H 3.315 -2.148 2.803
H 1.579 -0.184 3.717
C -3.142 -5.801 0.130
H 2.729 4.456 -2.155
H -1.392 -3.827 -0.115
H -0.998 1.634 -2.750
C -3.460 2.271 3.532
H -6.681 1.927 2.826
H -5.602 3.219 2.506
H 1.580 4.116 2.461
H 2.672 -0.238 -7.078
H 4.879 -3.025 -2.033
C 4.384 -4.034 0.362
H 3.530 -2.388 -1.411
C 2.589 0.254 -6.108
H 5.568 2.134 1.623
H 0.525 5.750 0.924
H -0.676 -0.714 3.659
H -0.233 1.350 4.333
H 1.911 -1.345 -4.799
N 0.485 -2.958 1.398
N -3.894 1.640 0.478
H 3.089 -0.242 -4.048
N 3.877 -3.190 -1.934
H -3.590 2.899 4.419
O 3.506 -3.158 1.056
N 2.366 2.124 0.004
C 4.459 -5.543 -1.622
O -1.818 -5.681 0.615
H -0.967 -4.237 3.585
H -8.275 -0.913 -0.642
H -0.891 2.856 3.783
H 5.353 -3.538 0.224
H -5.974 2.230 -1.496
H 0.387 0.302 -6.178
H 0.008 3.238 -0.677
C -0.058 2.315 -0.096
H -4.379 0.740 -1.333
H -2.987 0.059 2.373
O 5.283 1.617 -0.112
H -3.798 -5.233 0.793
C -5.779 2.397 3.217
C -6.175 1.565 -0.653
C -0.110 -4.309 1.538
H 3.794 1.618 -6.987
H -6.564 2.158 0.187
H 0.809 -4.437 3.464
H -0.175 2.574 0.958
C 1.138 1.397 -0.343
H 4.026 -5.710 -2.607
H 2.550 3.876 -0.738
O 1.258 2.060 -6.909
H -2.252 -3.859 1.473
H 3.901 3.018 2.781
C 3.779 -3.060 2.427
H -5.715 -1.135 0.010
N -2.086 0.301 2.766
H -3.957 -1.046 0.242
C -0.885 0.566 -2.944
H 5.740 3.588 2.072
O -7.203 0.743 -1.159
O 2.938 3.053 2.920
H -8.891 0.592 0.054
O 0.998 4.893 2.318
C -7.980 0.043 -0.213
H 0.417 3.871 -7.398
H -0.729 2.547 -6.983
O 0.190 6.109 0.072
C 3.765 -4.330 -1.009
H 4.459 -6.439 -1.006
H -3.142 2.907 2.699
C -0.155 -4.688 3.016
C -1.474 -4.330 0.860
H -0.274 -5.764 3.170
H 4.511 -4.984 0.891
H -4.187 1.502 1.463
H -3.415 -6.855 0.096
H 2.753 0.344 4.537
H 2.655 2.108 2.986
H 3.398 -3.909 3.015
H -6.013 2.885 4.167
H -1.653 0.866 2.033
H 1.496 -3.067 1.457
H -3.196 -5.484 -0.918
C 1.172 0.730 -1.718
H 5.513 -5.288 -1.780
*
```

---

Formula: C4H9N2O
Source: OMol25
Level of theory: ωB97M-V with the def2-TZVPD basis set

Results
frontier orbital gap = 8.02 eV
strongest force on any atom = 5.26 eV/Å

The geometry in ORCA input format:
```
! wB97M-V def2-TZVPD RIJCOSX def2/J DEFGRID3
* xyz 1 1
H -1.799 0.437 -1.999
H 0.063 2.647 1.059
N -0.397 2.399 0.214
H -1.207 -1.697 0.817
H 1.862 -1.767 1.730
H -1.041 3.075 -0.103
C -0.146 -2.017 0.661
C 0.917 -1.231 1.372
O 1.607 -1.159 -1.117
N -1.380 1.152 -1.419
H 2.500 -0.666 -1.098
H 0.514 -0.333 1.834
C 0.818 -1.200 -0.079
H -0.085 -2.980 0.434
C -0.514 1.241 -0.457
H -1.712 2.099 -1.848
*
```

---

Formula: C4H10NO2
Source: OMol25
Level of theory: ωB97M-V with the def2-TZVPD basis set

Results
frontier orbital gap = 11.58 eV
strongest force on any atom = 1.10 eV/Å

The geometry in ORCA input format:
```
! wB97M-V def2-TZVPD RIJCOSX def2/J DEFGRID3
* xyz 1 1
H -0.152 1.650 -1.189
H 3.014 1.430 2.307
H -1.717 0.931 -1.521
N -0.966 -0.869 0.678
H 0.556 -2.057 -0.995
H 1.373 -0.531 -1.374
O 2.254 1.027 2.765
C -0.950 1.055 -0.753
O 1.332 0.613 0.768
H -1.393 1.592 0.081
H 0.513 0.125 2.556
H -1.632 -0.393 1.275
C -0.456 -0.277 -0.363
C 1.335 0.576 1.974
H -0.715 -1.819 0.920
C 0.404 -1.023 -1.296
H -0.031 -0.997 -2.296
*
```

---

Formula: C6H10ClPS2
Source: OMol25
Level of theory: ωB97M-V with the def2-TZVPD basis set

Results
frontier orbital gap (alpha / beta) = 6.65 / 7.89 eV
strongest force on any atom = 4.88 eV/Å

The geometry in ORCA input format:
```
! wB97M-V def2-TZVPD RIJCOSX def2/J DEFGRID3
* xyz 0 1
H 0.222 1.170 -1.015
C -3.484 -0.368 -0.263
H 2.337 2.119 -0.700
H -3.758 -0.853 -1.214
C 3.406 0.381 -0.088
C 0.837 0.359 -0.686
C -2.740 -0.995 0.918
H 2.694 0.894 -1.878
H 3.902 -1.472 1.040
H 0.670 -0.482 -1.355
C 3.468 -0.760 0.518
H 4.317 0.954 -0.238
Cl -2.590 1.045 -0.784
H -3.238 -1.810 1.440
P 0.306 -0.269 0.921
C 2.274 1.061 -0.843
H -2.445 -0.248 1.714
S -1.108 -1.650 0.206
H -4.471 -0.141 0.288
S -0.599 1.064 2.018
*
```

---

Number 1 is which compound?
C4H7ClN2O

---

What is the strongest force on any atom in the fifth record?
1.10 eV/Å

---

The highest strongest force on any atom belongs to which entry?
C4H7ClN2O